No. 1
Density functional theory data (ωB97M-V/def2-TZVPD) for a molecular structure, C9H13NS.

Geometry (Å):
1 C -2.92874 0.86749 -0.92487
2 C 2.10149 0.47370 -0.92901
3 C 0.74828 -2.69992 1.35108
4 C -1.86372 0.14190 -0.54807
5 C 1.35807 0.70398 0.11795
6 C -1.31865 -0.19696 0.73664
7 C -1.13855 -0.55237 -1.61048
8 C 1.45407 2.06566 0.83786
9 C 0.65208 -0.36965 0.84865
10 N 0.77015 -1.74135 0.42405
11 S -2.12468 -0.52752 2.12777
12 H -2.99819 1.06005 -1.93294
13 H -3.50610 1.53650 -0.29716
14 H 1.85640 -0.44221 -1.43814
15 H 2.60509 1.19643 -1.40585
16 H 1.00561 -3.64004 0.98886
17 H 0.67581 -2.54609 2.45830
18 H -0.38118 0.08959 -2.10833
19 H -0.55135 -1.43450 -1.13728
20 H -1.72577 -0.97301 -2.41884
21 H 1.91039 1.97575 1.81142
22 H 0.54312 2.60654 0.81030
23 H 2.14885 2.68048 0.36948
24 H 0.70753 -0.27446 1.86861

Atoms 1-2, force components in eV/Å:
0.9568 0.7286 2.8173
-2.3693 -2.7784 -0.1670

Kohn-Sham gap in eV: 7.6


No. 2
Density functional theory data (ωB97M-V/def2-TZVPD) for 2 unconnected molecules or ions with the total composition C9H14.

Geometry (Å):
1 C -1.87449 2.20143 -0.25678
2 C 0.50613 -1.00463 -1.75136
3 C 1.13487 0.16450 -1.35612
4 C -0.87511 -1.12748 -1.87737
5 C 0.41577 1.32127 -1.04942
6 C -1.61771 -0.02668 -1.33189
7 C -0.99338 1.07962 -0.82262
8 H 1.12496 -1.82640 -2.12242
9 H 2.22061 0.26173 -1.36092
10 H -1.26539 -2.03686 -2.30922
11 H 0.82462 2.32135 -0.98491
12 H -2.64369 -0.24554 -1.00388
13 H -1.38939 3.12222 0.05614
14 H -2.56806 1.65886 0.36990
15 H -2.44550 2.68697 -1.07996
16 C 0.53490 -1.45379 2.19149
17 C 1.83623 -0.70929 2.03953
18 H -0.25473 -0.87967 1.70855
19 H 0.55643 -2.51394 1.92865
20 H 0.29030 -1.53511 3.26553
21 H 1.68095 0.36220 2.18594
22 H 2.69396 -1.08862 2.58915
23 H 2.10776 -0.73213 0.97199

Atoms 1-2, force components in eV/Å:
-0.1964 -0.2217 -2.0138
1.3649 0.0365 -0.5755

Spin multiplicity: 2
Kohn-Sham gap (alpha / beta) in eV: 3.2 / 7.4
Net charge: -1


No. 3
Density functional theory data (ωB97M-V/def2-TZVPD) for 2 unconnected molecules or ions with the total composition C9H14.

Geometry (Å):
1 C 1.12909 -0.47611 -1.84065
2 C -0.41247 -1.42593 2.09638
3 C -0.48826 -2.37510 1.03841
4 C 0.30058 -0.27044 1.87375
5 C -0.02126 -2.00684 -0.24408
6 C 0.94010 0.02896 0.64821
7 C 0.71430 -0.85139 -0.44535
8 H -0.84922 -1.60504 3.06817
9 H -0.89653 -3.35181 1.25809
10 H 0.29602 0.47142 2.66816
11 H 0.02689 -2.78511 -1.01062
12 H 1.32257 1.03571 0.51661
13 H 1.58170 0.51700 -1.88479
14 H 0.45025 -0.79864 -2.61577
15 H 2.08296 -1.00802 -2.06920
16 C -1.04489 2.06748 -0.94188
17 C -0.76158 3.57607 -1.03841
18 H -0.20890 1.49342 -1.33206
19 H -1.34156 1.82224 0.07366
20 H -1.85693 1.82761 -1.63381
21 H -0.60379 3.80970 -2.09923
22 H -1.59287 4.17510 -0.65559
23 H 0.17383 3.86194 -0.57016

Atoms 1-2, force components in eV/Å:
2.5023 -0.8888 0.5012
0.5984 0.1296 -0.9973

Spin multiplicity: 2
Kohn-Sham gap (alpha / beta) in eV: 2.7 / 7.3
Net charge: -1


No. 4
Density functional theory data (ωB97M-V/def2-TZVPD) for 2 unconnected molecules or ions with the total composition C9H14.

Geometry (Å):
1 C -0.86580 2.18404 0.66663
2 C -0.78423 0.87241 1.36524
3 C -1.24262 -0.10345 0.47254
4 C -1.26656 -1.39018 0.78686
5 C -0.72573 -1.77350 2.04013
6 C -0.11044 -0.80977 2.81490
7 C -0.12445 0.60188 2.55982
8 H -1.47026 2.88809 1.14515
9 H -1.14461 2.03655 -0.29954
10 H 0.08610 2.85138 0.66354
11 H -1.76288 0.22361 -0.39338
12 H -1.78319 -2.18370 0.17764
13 H -0.65272 -2.82256 2.25174
14 H 0.30407 -1.06514 3.73859
15 H 0.19807 1.39725 3.17149
16 C 0.89741 -0.02243 -3.09954
17 C 1.90690 -0.68321 -2.14092
18 H 0.14635 -0.76816 -3.52680
19 H 0.44259 0.79280 -2.82192
20 H 1.50501 0.27826 -3.89121
21 H 2.87457 -0.21025 -2.08927
22 H 2.10176 -1.63740 -2.51544
23 H 1.47065 -0.65652 -1.07625

Atoms 1-2, force components in eV/Å:
3.3244 2.2739 2.5630
1.2676 0.9513 -1.2653

Kohn-Sham gap in eV: 9.9
SMILES: Cc1ccccc1.CC


No. 5
Density functional theory data (ωB97M-V/def2-TZVPD) for 2 unconnected molecules or ions with the total composition C9H14.

Geometry (Å):
1 C 2.27864 1.20793 -0.48779
2 C 0.86311 1.29421 -0.09421
3 C 0.44491 1.71880 1.15750
4 C -0.87478 1.95457 1.55740
5 C -1.87128 1.73855 0.61021
6 C -1.53073 1.27634 -0.67143
7 C -0.21904 1.02886 -0.95156
8 H 2.81529 1.92339 0.14619
9 H 2.46562 1.54961 -1.54119
10 H 2.69407 0.23168 -0.24796
11 H 1.23699 1.64195 1.91869
12 H -1.07787 2.00673 2.62281
13 H -2.96690 1.72097 0.68764
14 H -2.22940 1.15865 -1.46649
15 H 0.06308 0.60155 -1.91643
16 C -0.02738 -3.33744 -0.69850
17 C 0.28181 -4.67002 -0.09119
18 H -0.39232 -3.24771 -1.73660
19 H -0.83331 -2.80751 -0.19679
20 H 0.89374 -2.74385 -0.68896
21 H -0.04864 -4.67784 0.96403
22 H 1.35235 -4.88002 -0.07647
23 H -0.13387 -5.62759 -0.45113

Atoms 1-2, force components in eV/Å:
0.9185 0.7374 -0.1604
-2.9713 0.4787 -0.0928

Kohn-Sham gap in eV: 9.9
SMILES: Cc1ccccc1.CC


No. 6
Density functional theory data (ωB97M-V/def2-TZVPD) for 2 unconnected molecules or ions with the total composition C9H14.

Geometry (Å):
1 C 1.72922 -1.40877 -3.49439
2 C 1.14171 -1.10096 -2.14054
3 C 1.45292 -1.90504 -1.03219
4 C 0.91479 -1.64144 0.20908
5 C 0.16699 -0.47538 0.40865
6 C -0.29639 0.19330 -0.69655
7 C 0.18576 -0.12445 -1.97881
8 H 2.13486 -2.41257 -3.58559
9 H 2.46641 -0.65562 -3.78521
10 H 0.94800 -1.24847 -4.24253
11 H 2.16866 -2.70078 -1.15447
12 H 1.16962 -2.32485 1.00877
13 H 0.03603 -0.17709 1.43318
14 H -0.81517 1.13415 -0.56090
15 H -0.20372 0.42468 -2.82954
16 C -1.21946 1.43018 3.28570
17 C -2.05708 2.19718 2.27748
18 H -0.92232 2.01952 4.15204
19 H -1.84106 0.67865 3.79471
20 H -0.38558 0.82613 2.94574
21 H -1.90363 1.86560 1.25609
22 H -1.75765 3.24314 2.20060
23 H -3.11292 2.16288 2.52866

Atoms 1-2, force components in eV/Å:
-0.4906 0.8775 -0.3092
-0.0069 -1.0772 -0.0281

Kohn-Sham gap in eV: 10.0
SMILES: Cc1ccccc1.CC


No. 7
Density functional theory data (ωB97M-V/def2-TZVPD) for 2 unconnected molecules or ions with the total composition C9H14.

Geometry (Å):
1 C -0.09193 -0.83059 1.94166
2 C 0.30459 -1.19225 0.53121
3 C -0.65037 -1.82285 -0.28528
4 C -0.29765 -2.21234 -1.56002
5 C 0.96883 -1.90179 -2.06319
6 C 1.89720 -1.24146 -1.29298
7 C 1.57103 -0.98990 0.04630
8 H -0.35051 0.22583 1.97071
9 H 0.78282 -0.84674 2.58409
10 H -0.88111 -1.46290 2.30919
11 H -1.56320 -2.11227 0.21457
12 H -1.02578 -2.64573 -2.22495
13 H 1.13328 -2.12018 -3.10692
14 H 2.88279 -1.00061 -1.65917
15 H 2.39112 -0.64092 0.67618
16 C -0.28983 2.37101 -0.15589
17 C -1.49669 2.82292 0.66169
18 H 0.65015 2.45914 0.39604
19 H -0.37253 1.29468 -0.36450
20 H -0.09845 2.83480 -1.12699
21 H -1.21867 3.02776 1.68974
22 H -2.38392 2.19864 0.52517
23 H -1.86118 3.78575 0.29333

Atoms 1-2, force components in eV/Å:
1.0939 0.6469 -0.5238
-0.8108 -0.7234 0.4299

Kohn-Sham gap in eV: 10.1
SMILES: Cc1ccccc1.CC


No. 8
Density functional theory data (ωB97M-V/def2-TZVPD) for 2 unconnected molecules or ions with the total composition C9H14.

Geometry (Å):
1 C -0.94795 -0.38602 3.14828
2 C -0.29529 -0.78885 1.82324
3 C -1.27366 -0.99297 0.88474
4 C -0.90042 -1.40243 -0.40677
5 C 0.53630 -1.68055 -0.49728
6 C 1.50787 -1.24196 0.42922
7 C 1.04576 -0.71721 1.65724
8 H -1.59579 -1.08702 3.68160
9 H -1.32414 0.68457 2.97586
10 H -0.11705 -0.11675 3.92710
11 H -2.32590 -0.81802 1.15583
12 H -1.42598 -1.63767 -1.26558
13 H 1.05437 -2.15405 -1.31637
14 H 2.62294 -1.35224 0.21968
15 H 1.78446 -0.38512 2.39613
16 C 0.93195 1.91810 -2.30891
17 C -0.58201 1.67979 -2.29086
18 H 1.30735 0.93423 -2.26141
19 H 1.30788 2.39519 -3.18604
20 H 1.39877 2.54125 -1.53043
21 H -1.11207 1.93378 -1.43879
22 H -0.55011 0.63544 -2.55632
23 H -1.04726 2.03851 -3.24019

Atoms 1-2, force components in eV/Å:
2.7651 2.9643 1.6207
-2.2572 1.2602 3.3468

Kohn-Sham gap in eV: 9.9
SMILES: Cc1ccccc1.CC


No. 9
Density functional theory data (ωB97M-V/def2-TZVPD) for 2 unconnected molecules or ions with the total composition C9H14.

Geometry (Å):
1 C 2.66461 -0.50835 -1.11394
2 C 1.46251 -0.76500 -0.23411
3 C 1.57425 -0.70538 1.17161
4 C 0.47472 -1.06034 1.90927
5 C -0.69477 -1.49685 1.32478
6 C -0.90837 -1.42558 -0.05356
7 C 0.22097 -0.97638 -0.79456
8 H 2.77827 -1.16162 -1.97038
9 H 3.54994 -0.57405 -0.47814
10 H 2.64027 0.53591 -1.43971
11 H 2.54116 -0.49724 1.60414
12 H 0.59311 -1.06213 2.98704
13 H -1.52551 -1.90829 1.88583
14 H -1.81376 -1.73762 -0.54621
15 H 0.13842 -0.78346 -1.86081
16 C -2.58282 2.21475 -1.06315
17 C -1.58226 3.20314 -0.41571
18 H -2.89693 2.54498 -2.04568
19 H -2.13675 1.22369 -1.06071
20 H -3.44084 2.18275 -0.38954
21 H -2.07291 4.11401 -0.06629
22 H -1.00504 2.78224 0.39860
23 H -0.94741 3.58005 -1.22370

Atoms 1-2, force components in eV/Å:
0.0901 0.8507 0.9173
0.3110 0.4303 0.4885

Kohn-Sham gap in eV: 10.0
SMILES: Cc1ccccc1.CC


No. 10
Density functional theory data (ωB97M-V/def2-TZVPD) for 2 unconnected molecules or ions with the total composition C9H14.

Geometry (Å):
1 C 2.47299 1.91846 0.76910
2 C 1.65131 0.65680 1.03427
3 C 2.02884 -0.61219 0.55151
4 C 1.15768 -1.65972 0.85103
5 C 0.03759 -1.55170 1.65507
6 C -0.22928 -0.29419 2.16230
7 C 0.52778 0.82912 1.84146
8 H 1.75483 2.64330 0.37774
9 H 3.11196 1.73722 -0.09822
10 H 3.03380 2.26688 1.62739
11 H 2.83150 -0.66688 -0.16668
12 H 1.50495 -2.64392 0.53581
13 H -0.47913 -2.41496 2.03123
14 H -1.09048 -0.17983 2.81505
15 H 0.17860 1.78193 2.21094
16 C -2.44909 -0.63202 -2.89205
17 C -2.15881 0.17005 -1.61435
18 H -2.73882 0.09062 -3.67340
19 H -1.56149 -1.07381 -3.34127
20 H -3.27975 -1.33091 -2.87757
21 H -1.94541 1.22660 -1.73098
22 H -1.33257 -0.32918 -1.11034
23 H -3.02700 0.06833 -0.95803

Atoms 1-2, force components in eV/Å:
-0.7983 -0.9447 -1.4474
0.8912 0.8994 0.3660

Kohn-Sham gap in eV: 10.1
SMILES: Cc1ccccc1.CC


Result set for max |F|: 4.9; 2.1; 2.7; 6.0; 3.0; 1.8; 1.5; 5.3; 2.7; 2.5 eV/A, one per record in the order listed.
Result set for energy relative to the best compared isomer or geometry (same formula, charge and spin): 4.4759; 0.8113; 0.5642; 1.8615; 1.0511; 0.6285; 0.4518; 2.0315; 0.4934; 0.6115 eV, one per record in the order listed.